[1]
C35H36Cl2CoN8Se as an isolated structure, computed with the ωB97M-V functional and the def2-TZVPD basis.

Structure (XYZ):
```
83
C35H36Cl2CoN8Se the ωB97M-V functional and the def2-TZVPD basis
Co -1.84 0.09 0.42
N -2.35 4.13 -0.65
C -2.53 2.79 -0.73
N -2.49 2.01 0.32
C -2.31 2.55 1.60
N -2.28 1.76 2.69
N -2.14 0.48 2.37
C -2.39 -0.52 3.16
C -3.34 -2.01 1.67
C -4.45 -2.74 2.05
C -5.52 -2.82 1.19
C -5.48 -2.14 -0.02
C -4.35 -1.40 -0.31
N -3.29 -1.34 0.51
C -2.11 3.99 1.75
C -1.88 4.60 2.97
C -1.64 5.97 3.04
C -1.63 6.74 1.89
C -1.86 6.13 0.65
C -2.10 4.78 0.59
H -2.41 4.68 -1.48
H -2.75 2.38 -1.70
H -2.85 -0.42 4.13
H -4.45 -3.25 3.01
H -6.40 -3.40 1.46
H -6.30 -2.16 -0.72
H -4.28 -0.83 -1.23
H -1.88 3.99 3.86
H -1.46 6.44 4.00
H -1.44 7.80 1.94
H -1.85 6.72 -0.26
Cl -0.32 -1.37 5.10
C -0.61 -2.82 4.18
C 0.10 -3.91 4.65
C 0.05 -5.13 4.01
C -0.69 -5.24 2.85
C -1.38 -4.15 2.36
Cl -2.10 -4.44 0.79
C -1.44 -2.89 3.03
N -2.23 -1.82 2.54
H 0.71 -3.78 5.53
H 0.59 -5.99 4.40
H -0.73 -6.17 2.30
C 4.09 -1.81 -0.85
C 3.33 -3.14 -0.74
C 1.91 -3.03 -0.17
C 0.84 -2.57 -1.15
N 1.11 -1.29 -1.84
C 0.97 -0.06 -1.33
Se 0.49 0.37 0.43
N 1.30 0.82 -2.29
C 1.29 2.29 -2.15
C 2.69 2.87 -2.04
C 3.42 2.46 -0.76
C 4.84 3.03 -0.71
C 1.64 0.15 -3.46
C 2.03 0.61 -4.71
C 2.30 -0.35 -5.67
C 2.19 -1.72 -5.39
C 1.80 -2.17 -4.14
C 1.51 -1.20 -3.18
H 5.17 -1.98 -0.92
H 3.91 -1.19 0.04
H 3.81 -1.23 -1.73
H 3.89 -3.81 -0.09
H 3.29 -3.63 -1.73
H 1.92 -2.37 0.70
H 1.57 -4.01 0.19
H -0.12 -2.47 -0.65
H 0.72 -3.31 -1.93
H 0.71 2.52 -1.27
H 0.77 2.68 -3.03
H 2.60 3.96 -2.08
H 3.29 2.57 -2.91
H 3.47 1.37 -0.70
H 2.85 2.81 0.10
H 5.43 2.68 -1.56
H 5.35 2.72 0.21
H 4.83 4.12 -0.73
H 2.12 1.67 -4.93
H 2.61 -0.03 -6.66
H 2.43 -2.44 -6.16
H 1.72 -3.23 -3.92
```

## Properties
multiplicity: 5
total charge: +1
LUMO level (alpha / beta): -0.0863 / -0.1125 Ha
HOMO level (alpha / beta): -7.1459 / -9.9877 eV
gap between HOMO and LUMO (alpha / beta): 4.796 / 6.927 eV

Atomic partial charges in e from the Mulliken method, atoms 1 to 8:
1 Co 0.224
2 N 0.029
3 C -0.334
4 N -0.386
5 C 0.316
6 N -1.384
7 N 1.101
8 C -1.011


[2]
A 9-piece molecular cluster, C6H31NO8 overall in a non-equilibrium geometry, computed with the ωB97M-V functional and the def2-TZVPD basis.

Structure (XYZ):
```
46
C6H31NO8 the ωB97M-V functional and the def2-TZVPD basis
C -1.65 2.37 0.42
C -1.26 1.67 -0.90
N -0.54 0.40 -0.75
C 0.83 0.55 -0.26
C -0.33 -0.06 -3.23
C -0.81 -0.54 -1.83
C -0.10 -1.87 -1.49
H -2.70 2.60 0.28
H -1.45 1.72 1.27
H -1.08 3.29 0.45
H -2.15 1.42 -1.48
H -0.68 2.35 -1.54
H 1.51 0.65 -1.12
H 0.91 1.42 0.38
H 1.08 -0.32 0.34
H -1.11 -0.32 -3.96
H -0.20 1.02 -3.25
H 0.53 -0.60 -3.60
H -1.88 -0.73 -1.83
H 0.98 -1.71 -1.49
H -0.48 -2.06 -0.49
H -0.24 -2.68 -2.20
H 2.18 3.03 2.28
H 0.95 2.19 2.52
O 1.82 2.38 2.89
H 1.88 3.66 -0.42
H 0.64 4.43 -0.07
O 1.19 3.69 0.22
H -2.80 0.16 2.54
H -2.51 -0.19 3.94
O -3.26 0.00 3.37
H -2.16 -3.28 -0.95
H -3.41 -2.74 -1.73
O -2.99 -2.81 -0.86
H 1.53 -2.59 1.21
H 2.52 -1.60 1.89
O 2.40 -2.53 1.60
H 2.82 0.96 2.29
H 3.71 -0.13 2.83
O 3.14 0.06 2.08
H -1.62 -0.68 0.78
H -2.63 -1.91 0.71
O -2.03 -1.40 1.27
H 3.25 -3.16 0.09
H 2.71 -2.95 -1.36
O 3.49 -3.15 -0.85
```

## Properties
SMILES: CCN(C)C(C)C.O.O.O.O.O.O.O.O
total charge: 0
LUMO level: -0.0017 Ha
HOMO level: -8.7418 eV
gap between HOMO and LUMO: 8.696 eV
relative energy (zero: lowest compared OMol25 entry of this formula, charge and spin): 57.2 kcal/mol

Atomic partial charges in e from the Mulliken method, atoms 1 to 8:
1 C -0.941
2 C -0.591
3 N 0.700
4 C -0.492
5 C -1.564
6 C 0.684
7 C -1.698
8 H 0.363


[3]
One molecule with the formula C17H18N8O2 in a non-equilibrium geometry, computed with the ωB97M-V functional and the def2-TZVPD basis.

Structure (XYZ):
```
45
C17H18N8O2 the ωB97M-V functional and the def2-TZVPD basis
O -3.29 -4.49 2.48
N 4.05 6.82 0.03
N 3.47 5.70 0.58
N -2.98 -0.16 1.64
N -0.13 -0.32 1.23
N 0.36 4.11 -0.43
O 3.24 -3.30 0.06
C -2.51 -3.60 2.23
C 3.28 7.25 -0.91
C 2.33 5.48 0.02
C -2.22 0.90 1.30
C 1.45 4.36 0.34
C -0.79 0.85 1.13
C -2.29 -1.29 1.73
C -0.86 -1.38 1.50
C -0.40 2.98 -0.25
C 1.77 3.48 1.40
C 1.01 2.32 1.61
C -0.06 2.05 0.78
N 2.20 6.40 -0.99
N -3.10 -2.39 2.00
N -0.19 -2.61 1.55
C 4.14 -2.80 -0.89
C -1.49 2.74 -1.24
C -1.01 -3.82 1.93
C 1.89 -2.73 0.00
C 1.30 -2.75 1.44
H 3.38 8.17 -1.53
H -2.68 1.88 1.15
H 2.61 3.75 2.04
H 1.28 1.68 2.45
H 1.37 6.47 -1.59
H -4.08 -2.28 2.15
H 4.32 -1.74 -0.75
H 3.80 -2.99 -1.90
H 5.08 -3.33 -0.74
H -2.46 2.62 -0.73
H -1.31 1.84 -1.84
H -1.64 3.60 -1.89
H -1.02 -4.53 1.08
H -0.59 -4.37 2.77
H 1.27 -3.29 -0.67
H 1.94 -1.72 -0.38
H 1.59 -3.71 1.87
H 1.78 -2.02 2.07
```

## Properties
SMILES: COCCN1CC(=O)Nc2ncc(-c3ccc(-c4nnc[nH]4)nc3C)nc21
total charge: 0
LUMO level: -0.0028 Ha
HOMO level: -7.9991 eV
gap between HOMO and LUMO: 7.924 eV
relative energy (zero: lowest compared OMol25 entry of this formula, charge and spin): 0.0 kcal/mol

Atomic partial charges in e from the Mulliken method, atoms 1 to 8:
1 O -0.646
2 N -0.637
3 N -0.228
4 N -0.709
5 N -0.304
6 N -0.682
7 O -0.346
8 C 0.270


[4]
One molecule with the formula C16H9F4N5 in a non-equilibrium geometry, computed with the ωB97M-V functional and the def2-TZVPD basis.

Structure (XYZ):
```
34
C16H9F4N5 the ωB97M-V functional and the def2-TZVPD basis
F -2.00 4.76 3.84
F 0.61 -3.95 -3.57
F 1.42 -5.81 -2.63
F -0.42 -4.87 -1.94
N -1.76 3.26 -1.34
N -0.96 2.09 -1.14
N 2.78 -4.40 -1.06
C -2.04 3.77 -0.20
C -0.69 1.95 0.09
C -1.34 3.34 2.03
C -2.13 4.36 2.59
C -1.36 3.03 0.75
C -2.94 5.13 1.65
C 3.39 -3.93 0.02
C -0.37 -0.70 -0.98
C 0.35 -0.16 0.06
C 1.59 -3.83 -1.42
C -0.02 -1.93 -1.43
C 3.01 -2.81 0.63
C 1.44 -0.89 0.49
C 1.15 -2.63 -0.94
C 1.87 -2.13 0.11
N -2.91 4.78 0.25
N 0.05 0.98 0.74
C 0.83 -4.61 -2.42
H -0.87 2.70 2.75
H -3.53 6.06 1.94
H 4.36 -4.43 0.23
H -1.37 -0.29 -1.09
H -0.79 -2.32 -2.18
H 3.63 -2.38 1.46
H 2.07 -0.49 1.35
H -3.29 5.52 -0.39
H 0.24 0.85 1.74
```

## Properties
SMILES: Fc1c[nH]c2nnc(Nc3ccc4c(C(F)(F)F)nccc4c3)c-2c1
total charge: 0
LUMO level: -0.0299 Ha
HOMO level: -7.9255 eV
gap between HOMO and LUMO: 7.113 eV
relative energy (zero: lowest compared OMol25 entry of this formula, charge and spin): 0.0 kcal/mol

Atomic partial charges in e from the Mulliken method, atoms 1 to 8:
1 F -0.284
2 F -0.256
3 F -0.262
4 F -0.271
5 N -0.971
6 N -0.291
7 N -0.555
8 C -0.294


[5]
A 2-piece molecular cluster, C2H10N3O overall in a non-equilibrium geometry, computed with the ωB97M-V functional and the def2-TZVPD basis.

Structure (XYZ):
```
16
C2H10N3O the ωB97M-V functional and the def2-TZVPD basis
C 1.78 -0.14 -1.83
O 0.66 0.55 -1.41
H 2.52 0.47 -2.34
H 2.27 -0.67 -0.93
H 1.60 -0.90 -2.57
H 0.18 -0.09 -0.26
N -0.24 -1.29 1.37
C -0.49 -0.08 0.66
N -0.12 1.08 1.37
N -1.82 -0.05 0.06
H -0.94 -1.51 2.07
H -0.24 -2.03 0.69
H 0.61 0.96 2.11
H 0.17 1.80 0.69
H -2.27 0.88 0.13
H -1.71 -0.28 -0.92
```

## Properties
multiplicity: 2
total charge: 0
LUMO level (alpha / beta): 0.0357 / -0.0494 Ha
HOMO level (alpha / beta): -8.6346 / -9.1227 eV
gap between HOMO and LUMO (alpha / beta): 9.607 / 7.777 eV
relative energy (zero: lowest compared OMol25 entry of this formula, charge and spin): 18.6 kcal/mol

Atomic partial charges in e from the Mulliken method, atoms 1 to 8:
1 C -0.588
2 O -0.526
3 H 0.243
4 H 0.232
5 H 0.224
6 H -0.409
7 N -0.634
8 C 1.107


[6]
An isolated ion of composition C8H8BrO6 and charge -1 in a non-equilibrium geometry, computed with the ωB97M-V functional and the def2-TZVPD basis.

Structure (XYZ):
```
23
C8H8BrO6 the ωB97M-V functional and the def2-TZVPD basis
C 0.41 -2.63 1.39
C -1.00 1.52 -0.03
C 0.41 -0.57 -0.35
C -1.34 -0.65 1.36
C -0.67 -1.93 2.09
C -0.62 0.16 0.17
C -0.54 3.48 -1.25
C 2.20 -0.87 -1.85
O 0.68 -1.75 2.46
O 0.76 -3.77 1.21
O -1.87 2.12 0.57
O 0.74 -1.77 0.01
O -0.28 2.12 -1.03
O 1.15 -0.06 -1.37
Br -1.80 -2.73 3.38
H -2.29 -1.03 0.97
H -1.58 0.08 2.14
H -1.55 3.73 -0.93
H -0.42 3.67 -2.32
H 0.17 4.09 -0.68
H 1.82 -1.81 -2.25
H 2.92 -1.10 -1.06
H 2.68 -0.29 -2.64
```

## Properties
multiplicity: 3
total charge: -1
LUMO level (alpha / beta): 0.1134 / 0.0568 Ha
HOMO level (alpha / beta): -0.8822 / -5.0394 eV
gap between HOMO and LUMO (alpha / beta): 3.968 / 6.585 eV

Atomic partial charges in e from the Mulliken method, atoms 1 to 8:
1 C 0.803
2 C 0.503
3 C 0.907
4 C -0.877
5 C 0.146
6 C -0.061
7 C -0.771
8 C -0.743


[7]
One molecule with the formula C6H12O, computed with the ωB97M-V functional and the def2-TZVPD basis.

Structure (XYZ):
```
19
C6H12O the ωB97M-V functional and the def2-TZVPD basis
C 2.87 0.45 0.30
C 1.51 0.17 -0.31
O 0.54 0.17 0.72
C -0.43 -0.82 0.59
C -1.75 -0.53 1.22
C -1.64 -0.59 -0.29
C -1.79 0.67 -1.10
H 3.14 -0.35 0.99
H 2.83 1.39 0.87
H 3.64 0.54 -0.47
H 1.52 -0.80 -0.83
H 1.25 0.94 -1.06
H -0.04 -1.83 0.65
H -1.87 0.45 1.66
H -2.27 -1.33 1.75
H -2.04 -1.49 -0.75
H -1.35 0.54 -2.10
H -2.84 0.93 -1.22
H -1.27 1.50 -0.61
```

## Properties
SMILES: CCO[C@H]1C[C@H]1C
total charge: 0
LUMO level: 0.0422 Ha
HOMO level: -9.2531 eV
gap between HOMO and LUMO: 10.400 eV
relative energy (zero: lowest compared OMol25 entry of this formula, charge and spin): 34.1 kcal/mol

Atomic partial charges in e from the Mulliken method, atoms 1 to 8:
1 C -1.262
2 C -0.217
3 O -0.392
4 C -0.123
5 C -0.757
6 C 0.289
7 C -1.393
8 H 0.289


[8]
C40H110AsF6N10O10 as an isolated structure in a non-equilibrium geometry, computed with the ωB97M-V functional and the def2-TZVPD basis.

Structure (XYZ):
```
177
C40H110AsF6N10O10 the ωB97M-V functional and the def2-TZVPD basis
As 0.70 0.39 0.09
F 1.24 1.28 1.53
F 2.31 -0.37 -0.21
F -0.10 -0.61 -1.29
F -0.88 1.25 0.12
F 1.20 1.73 -1.02
F 0.03 -0.96 1.11
C -6.20 1.93 7.82
C -6.32 1.72 6.32
C -5.04 2.04 5.52
O -4.83 3.43 5.62
C -3.48 3.75 5.30
N -6.68 0.34 6.12
H -5.20 1.81 8.22
H -6.94 1.36 8.39
H -6.39 2.99 8.02
H -7.08 2.39 5.94
H -5.16 1.76 4.47
H -4.25 1.44 5.98
H -3.44 4.02 4.25
H -2.67 3.09 5.60
H -3.25 4.70 5.79
H -6.40 0.05 5.19
H -6.09 -0.24 6.69
C 3.74 -5.16 3.64
C 3.91 -5.83 2.19
C 2.57 -6.38 1.74
O 2.63 -7.07 0.45
C 1.42 -6.93 -0.24
N 4.43 -4.84 1.25
H 4.65 -4.66 3.98
H 3.32 -5.73 4.47
H 3.08 -4.29 3.60
H 4.69 -6.58 2.30
H 1.98 -5.47 1.60
H 2.17 -6.97 2.57
H 1.27 -7.57 -1.11
H 1.29 -5.91 -0.59
H 0.54 -7.12 0.38
H 3.77 -4.13 0.99
H 4.67 -5.27 0.37
C -1.75 -3.10 10.07
C -1.98 -2.45 8.72
C -0.71 -2.41 7.86
O 0.28 -1.57 8.53
C 0.95 -0.63 7.72
N -3.16 -3.01 8.03
H -1.06 -3.94 10.00
H -2.66 -3.49 10.53
H -1.25 -2.40 10.75
H -2.29 -1.45 9.00
H -1.01 -1.97 6.91
H -0.31 -3.41 7.71
H 1.57 -1.17 7.00
H 1.56 0.00 8.37
H 0.21 -0.03 7.19
H -3.82 -3.29 8.74
H -2.86 -3.89 7.65
C -5.76 0.05 -2.22
C -5.93 1.54 -2.63
C -6.59 2.24 -1.47
O -6.70 3.55 -1.98
C -7.65 4.33 -1.23
N -4.64 2.06 -2.94
H -6.74 -0.36 -1.99
H -5.17 -0.06 -1.31
H -5.36 -0.55 -3.04
H -6.55 1.54 -3.53
H -6.05 2.26 -0.52
H -7.58 1.79 -1.45
H -7.54 5.35 -1.60
H -7.34 4.30 -0.19
H -8.63 3.87 -1.40
H -4.19 1.19 -3.16
H -4.23 2.10 -2.02
C 9.07 1.86 2.62
C 8.21 0.86 1.80
C 8.76 0.65 0.36
O 8.97 1.87 -0.33
C 7.82 2.46 -0.87
N 8.01 -0.35 2.57
H 10.14 1.63 2.58
H 8.80 1.89 3.67
H 8.98 2.84 2.15
H 7.20 1.24 1.65
H 8.07 -0.02 -0.15
H 9.70 0.12 0.48
H 7.39 1.83 -1.64
H 8.00 3.45 -1.29
H 6.98 2.72 -0.22
H 7.28 -0.86 2.10
H 8.84 -0.93 2.50
C 1.60 5.62 -7.07
C 0.33 6.17 -6.48
C -0.52 6.93 -7.48
O -1.79 7.15 -6.98
C -2.50 8.13 -7.77
N -0.41 5.09 -5.81
H 2.06 4.83 -6.48
H 2.33 6.39 -7.30
H 1.52 5.09 -8.02
H 0.68 6.82 -5.68
H -0.65 6.26 -8.33
H -0.01 7.84 -7.80
H -3.50 8.30 -7.38
H -2.59 7.91 -8.84
H -1.96 9.06 -7.63
H -0.02 4.26 -6.22
H 0.01 5.05 -4.89
C -4.39 -6.04 1.73
C -4.26 -5.97 3.31
C -3.06 -6.67 3.84
O -3.06 -6.85 5.27
C -2.07 -7.69 5.88
N -4.08 -4.56 3.59
H -3.67 -5.42 1.21
H -5.37 -5.69 1.39
H -4.30 -7.07 1.39
H -5.17 -6.30 3.81
H -2.16 -6.19 3.47
H -2.98 -7.60 3.28
H -2.41 -7.89 6.90
H -1.03 -7.40 5.81
H -2.10 -8.71 5.50
H -3.80 -4.43 4.55
H -3.26 -4.26 3.09
C 2.28 8.02 -0.05
C 1.72 9.49 -0.24
C 1.34 10.12 1.07
O 0.65 11.39 0.99
C 0.23 11.86 2.24
N 2.86 10.16 -0.86
H 1.79 7.55 0.80
H 3.35 7.99 0.17
H 2.12 7.42 -0.95
H 0.94 9.48 -1.00
H 2.22 10.19 1.72
H 0.58 9.57 1.61
H -0.44 11.16 2.73
H -0.33 12.79 2.11
H 1.10 12.04 2.87
H 2.71 11.16 -0.98
H 2.88 9.88 -1.83
C 4.13 -6.43 -5.82
C 5.03 -5.48 -4.95
C 4.37 -4.21 -4.52
O 3.88 -3.43 -5.66
C 4.75 -3.13 -6.78
N 5.50 -6.33 -3.87
H 4.67 -7.35 -6.03
H 3.86 -5.93 -6.75
H 3.20 -6.74 -5.33
H 5.95 -5.35 -5.52
H 5.07 -3.61 -3.94
H 3.52 -4.45 -3.89
H 5.64 -2.63 -6.39
H 4.23 -2.51 -7.51
H 5.00 -4.08 -7.26
H 4.75 -6.54 -3.23
H 5.74 -7.25 -4.20
C -0.76 -0.96 -8.92
C -1.39 -1.55 -7.65
C -1.68 -3.09 -7.62
O -2.62 -3.46 -6.62
C -2.68 -4.87 -6.34
N -0.59 -1.12 -6.52
H -1.52 -1.03 -9.70
H 0.14 -1.53 -9.15
H -0.56 0.10 -8.82
H -2.43 -1.28 -7.53
H -0.74 -3.54 -7.30
H -1.80 -3.53 -8.61
H -2.65 -5.45 -7.26
H -3.63 -5.04 -5.83
H -1.76 -5.13 -5.82
H -0.85 -1.59 -5.66
H 0.33 -1.54 -6.57
```

## Properties
total charge: -1
LUMO level: 0.0665 Ha
HOMO level: -7.2266 eV
gap between HOMO and LUMO: 9.035 eV
relative energy (zero: lowest compared OMol25 entry of this formula, charge and spin): 181.4 kcal/mol

Atomic partial charges in e from the Mulliken method, atoms 1 to 8:
1 As 2.050
2 F -0.484
3 F -0.506
4 F -0.548
5 F -0.502
6 F -0.505
7 F -0.511
8 C -1.457


[9]
C8H19N2OTl as an isolated structure in a non-equilibrium geometry, computed with the ωB97M-V functional and the def2-TZVPD basis.

Structure (XYZ):
```
31
C8H19N2OTl the ωB97M-V functional and the def2-TZVPD basis
C 3.92 -1.85 0.38
O 4.00 -0.61 1.10
C 2.82 0.07 1.33
C 2.48 1.13 0.28
C 2.03 0.50 -1.11
N 0.73 0.83 -1.29
C -0.22 -0.14 -0.94
C -1.63 0.18 -1.44
C -2.65 0.75 -0.41
C -3.79 -0.23 -0.19
N -4.35 -0.16 1.20
H 4.67 -2.51 0.76
H 2.94 -2.32 0.47
H 4.17 -1.67 -0.66
H 1.98 -0.60 1.52
H 2.97 0.64 2.24
H 1.68 1.74 0.67
H 3.34 1.76 0.11
H 2.61 1.02 -1.87
H 2.19 -0.57 -1.19
H -0.16 -0.17 0.17
H 0.09 -1.12 -1.30
H -1.54 0.82 -2.31
H -2.02 -0.77 -1.78
H -2.13 0.90 0.53
H -3.00 1.70 -0.79
H -4.59 -0.04 -0.90
H -3.45 -1.24 -0.32
H -5.30 -0.52 1.19
H -4.36 0.82 1.46
Tl -3.43 1.66 3.08
```

## Properties
total charge: +2
LUMO level: -0.3698 Ha
HOMO level: -15.9070 eV
gap between HOMO and LUMO: 5.844 eV

Atomic partial charges in e from the Mulliken method, atoms 1 to 8:
1 C -0.715
2 O -0.334
3 C -0.479
4 C -0.535
5 C -0.407
6 N -0.065
7 C -0.305
8 C -1.073


[10]
One molecule with the formula ClNO2 in a non-equilibrium geometry, computed with the ωB97M-V functional and the def2-TZVPD basis.

Structure (XYZ):
```
4
ClNO2 the ωB97M-V functional and the def2-TZVPD basis
N 0.87 0.26 0.00
O -0.29 0.72 0.01
O 1.28 -0.84 -0.01
Cl -1.85 -0.14 0.00
```

## Properties
SMILES: O=NOCl
total charge: 0
LUMO level: -0.0442 Ha
HOMO level: -10.8467 eV
gap between HOMO and LUMO: 9.643 eV
relative energy (zero: lowest compared OMol25 entry of this formula, charge and spin): 0.0 kcal/mol

The net atomic charges from Mulliken, expressed in e, are:
1 N 0.581
2 O -0.157
3 O -0.388
4 Cl -0.037